{"formula": "C5H13BeBr3ClF3N3NaO4S", "method": "ωB97M-V/def2-TZVPD", "elements": ["N", "C", "C", "N", "Cl", "S", "O", "O", "F", "H", "H", "H", "H", "H", "H", "Br", "C", "C", "Br", "H", "H", "H", "H", "Be", "C", "N", "O", "O", "H", "H", "H", "F", "F", "Na", "Br"], "coordinates": [[2.210269, 1.479900, 0.017461], [1.979283, 2.981310, -0.111985], [0.420592, 3.451380, 0.052655], [-0.526855, 3.000703, -1.024011], [0.235730, 2.566649, -2.501468], [-1.715203, 1.848817, -0.483034], [-1.155570, 0.603464, 0.243113], [-2.633837, 1.455503, -1.704354], [-2.769079, 2.678529, 0.638844], [3.262826, 1.377873, -0.106054], [1.798790, 0.944923, -0.777125], [2.566064, 3.464155, 0.810140], [2.515375, 3.450921, -1.069900], [0.428319, 4.644284, 0.020598], [0.043165, 3.162823, 1.139669], [-3.097951, -4.265618, 0.322395], [-3.551686, -2.398721, 0.660721], [-4.033487, -2.201358, 2.079540], [-5.867270, -2.829457, 2.295583], [-4.287279, -2.107146, -0.092897], [-2.622900, -1.845644, 0.488999], [-4.065880, -1.136981, 2.330107], [-3.426183, -2.726983, 2.821411], [-2.767270, -4.245875, -2.048001], [4.769227, -2.261539, -0.119690], [5.366114, -0.943695, -0.467315], [4.703231, 0.065757, -0.201324], [6.483111, -0.959808, -0.997419], [3.791075, -2.096832, 0.337146], [4.671518, -2.833265, -1.044871], [5.444836, -2.754240, 0.582464], [-1.567270, -3.580149, -4.163324], [-6.667270, -4.236399, 3.861676], [3.632730, 1.945419, -2.011051], [-3.567270, 4.301302, 0.221302]], "forces_ev_per_angstrom": [[1.676, 1.267, -1.547], [0.209, 0.779, 1.263], [1.258, 1.499, 0.827], [0.136, -0.275, 1.390], [0.915, -0.195, -1.250], [-0.454, -7.155, -3.249], [-0.510, 2.721, -2.102], [3.756, 1.781, 3.935], [0.097, -2.331, 2.841], [-2.004, -0.335, 1.266], [-0.267, 0.554, 0.880], [-1.374, -0.988, -1.994], [-1.551, -0.401, 1.711], [0.050, -2.549, 0.061], [0.676, 0.285, -2.521], [0.018, -0.701, -1.253], [0.321, 1.799, -0.033], [-0.662, -0.037, -0.021], [0.781, -0.070, -0.050], [0.063, -0.226, 0.213], [-0.020, -0.141, -0.088], [0.415, -0.072, -0.339], [-0.124, 0.144, -0.197], [1.347, 1.026, -1.410], [-0.368, -0.153, 0.262], [1.432, -0.006, -0.594], [0.895, -0.609, -0.705], [-2.197, 0.430, 0.946], [0.271, 0.094, -0.115], [0.186, 0.094, 0.163], [-0.029, 0.070, -0.249], [-1.516, -0.945, 2.806], [-0.515, -0.508, 0.325], [0.006, -0.070, -0.494], [-2.917, 5.226, -0.678]], "spin_multiplicity": 1, "e_homo_ev": -6.0239, "orbital_gap_ev": 2.00}